{"formula": "C4H9NS", "method": "ωB97M-V/def2-TZVPD", "symbols": ["C", "C", "C", "C", "N", "S", "H", "H", "H", "H", "H", "H", "H", "H", "H"], "coordinates": [[-2.087, -1.161, -0.217], [1.209, 1.506, 0.207], [0.608, -1.238, 0.421], [0.165, 0.837, -0.725], [0.001, -0.643, -0.757], [-2.923, 0.058, 0.209], [-2.151, -2.234, -0.289], [1.032, 2.512, -0.075], [0.769, 1.499, 1.222], [2.065, 0.863, 0.142], [-0.138, -2.069, 0.676], [1.606, -1.657, 0.184], [0.469, -0.599, 1.309], [-0.954, 1.178, -0.561], [0.330, 1.148, -1.745]], "forces_ev_per_angstrom": [[3.03, 1.42, -0.78], [-3.67, -1.72, 0.68], [-2.47, -1.56, 0.36], [-2.76, -1.32, -0.25], [-1.21, 0.62, 0.51], [-0.58, 0.16, 0.13], [0.04, -0.18, -0.05], [1.56, 1.24, -0.50], [0.67, -0.29, -0.17], [1.14, 0.91, -0.02], [1.70, 0.25, -0.16], [-0.38, 0.42, 0.58], [0.98, -0.19, -0.13], [1.68, 0.16, 0.27], [0.26, 0.07, -0.48]], "gap_ev": [7.426, 7.424], "energy_ha": -610.5646, "lumo_ev": [-0.4, -0.4], "charge": 0}